Here is C2H3NO3 in the gas phase in a non-equilibrium geometry from the OMol25 dataset. Energies are from the ωB97M-V functional and the def2-TZVPD basis.

Values from the calculation:
- charge = 0
- structure (SMILES) = NC(=O)C(=O)O
- energy relative to the best compared isomer or geometry (same formula, charge and spin) (kcal per mole) = 36.3
- DFT total energy (eV) = -9754.5133
- HOMO-LUMO gap (eV) = 10.3

Each line ends with the Löwdin charge.
Atoms and positions in Å:
O -1.77 0.33 1.21  0.082
O -0.81 1.48 -1.14  0.049
O -0.23 -1.29 0.63  0.127
N 1.18 0.31 -0.66  0.200
C -0.84 -0.18 0.49  -0.460
C -0.11 0.61 -0.54  -0.443
H 1.81 0.98 -1.20  0.184
H -0.56 -1.70 1.53  0.215
H 1.33 -0.55 -0.32  0.045